102
Properties=species:S:1:pos:R:3:forces:R:3 method="wB97M-V/def2-TZVPD" lumo_energy_ev="-0.50 / -0.36" s_squared=0.796 e_above_lowest_ev=0.0000 spin_multiplicity=2 homo_lumo_gap_ha="0.2225 / 0.2239"
Cr -0.0289 -0.6770 -0.0382 0.1302 0.0293 -1.2829
C 0.4243 1.0122 3.8812 -0.1478 0.0971 0.4831
C 0.6080 0.9198 2.5007 -0.1073 -0.0515 -0.5206
N -0.3061 0.4365 1.6756 0.2185 0.4241 1.3014
C -1.5323 0.1338 2.1988 -0.1576 0.0202 0.1966
C -1.8451 0.2932 3.5682 0.1876 -0.0079 -0.2327
C -0.7956 0.6899 4.4239 0.1386 0.0813 -0.2874
C -3.1678 0.0505 3.9942 -0.3095 -0.1034 0.0293
C -4.1120 -0.3304 3.0745 0.1232 0.1311 0.3539
C -3.7999 -0.5392 1.7216 0.2497 0.0040 -0.1901
C -2.5048 -0.3524 1.2596 -0.2795 -0.0110 -0.1868
N -1.9656 -0.5548 0.0212 0.0324 -0.0031 0.4163
C -2.5416 -0.3062 -1.2086 0.0212 0.1263 -0.2812
C -3.8705 -0.3713 -1.6182 -0.0425 -0.0762 0.0390
C -4.2149 -0.0918 -2.9382 -0.0453 0.0092 -0.0481
C -3.2463 0.2465 -3.8699 0.0744 0.0250 -0.0263
C -1.9143 0.3588 -3.4824 -0.0287 -0.1441 0.2791
C -0.8241 0.6988 -4.3793 0.1844 -0.0419 -0.0756
C 0.4220 0.8592 -3.9327 -0.0945 0.1585 -0.0216
C 0.7484 0.7926 -2.4641 -0.0314 -0.1192 -0.0200
N -0.3077 0.2633 -1.6424 0.1983 0.1022 0.3481
C -1.5652 0.1218 -2.1482 -0.5530 -0.0257 -0.0810
H 1.2441 1.3377 4.5077 0.0026 0.0489 -0.0497
H 1.5287 1.2654 2.0460 0.0934 -0.1578 0.0398
H -0.9674 0.7598 5.4909 -0.0110 0.0110 0.0073
H -3.4227 0.1798 5.0383 -0.0056 -0.0044 -0.0093
H -5.1324 -0.4858 3.4021 0.0034 -0.0412 -0.0087
H -4.5758 -0.8832 1.0562 0.0222 -0.0020 -0.0248
H -4.6514 -0.6677 -0.9330 0.0301 0.0001 0.0150
H -5.2528 -0.1518 -3.2404 0.0103 -0.0324 0.0094
H -3.5184 0.4277 -4.9035 0.0009 0.0015 0.0041
H -1.0449 0.8092 -5.4353 0.0306 0.0711 0.0037
H 1.2050 1.1775 -4.6064 -0.0234 0.0283 -0.0208
H 0.9471 1.8436 -2.1574 0.0596 -0.0186 -0.0212
C 7.9221 0.6749 4.8894 -0.0524 0.0288 0.0006
C 6.5642 1.3869 4.9832 0.0907 0.0343 0.0662
C 6.7552 2.8636 4.6117 -0.0536 -0.1373 -0.0054
C 6.0695 1.3294 6.4358 -0.0265 0.0076 -0.0627
C 5.5743 0.6921 4.0467 -0.0243 0.0223 -0.0188
C 4.9658 -0.5055 4.4255 0.0720 0.0074 0.0478
C 4.0578 -1.1820 3.6147 -0.1417 -0.1332 -0.0721
C 3.7701 -0.6262 2.3904 0.1983 0.2570 0.0070
O 2.9056 -1.0455 1.4131 0.0514 -0.1996 0.0123
B 2.9842 -0.0845 0.3851 -0.1187 -0.1001 -0.0309
O 3.9279 0.8966 0.7405 0.0196 0.1741 -0.0578
C 4.3838 0.5516 1.9896 -0.0589 -0.1799 0.0784
C 5.2811 1.2246 2.7859 -0.0384 0.0446 -0.0807
H 8.6417 1.1452 5.5633 0.0175 -0.0148 -0.0055
H 8.3150 0.7289 3.8725 0.0097 -0.0141 0.0054
H 7.8292 -0.3776 5.1622 0.0136 0.0014 0.0067
H 7.3347 3.3654 5.3872 0.0328 -0.0094 -0.0117
H 5.7925 3.3706 4.5251 0.0240 0.0527 -0.0007
H 7.2981 2.9745 3.6721 -0.0324 0.0392 -0.0199
H 6.7333 1.9131 7.0756 0.0166 -0.0138 -0.0007
H 6.0560 0.3109 6.8237 -0.0273 0.0132 0.0123
H 5.0636 1.7453 6.5187 0.0011 -0.0109 0.0267
H 5.2040 -0.9398 5.3872 -0.0272 0.0096 -0.0056
H 3.5953 -2.1053 3.9398 0.0052 0.0099 -0.0135
H 5.7289 2.1409 2.4297 -0.0165 0.0153 0.0102
C -3.8170 -8.7948 -4.1833 0.0290 -0.1764 0.1528
C -2.5060 -8.4092 -4.7967 -0.0124 0.1087 -0.2518
O -1.4516 -8.9194 -4.5713 -0.0687 -0.0074 0.1075
S -2.6509 -6.9897 -5.9753 0.1844 0.1303 0.1655
C -1.8893 -5.7923 -4.8776 -0.1970 -0.1813 -0.2113
C -2.6931 -4.8014 -4.3216 0.0957 0.0225 0.0365
C -2.1522 -3.9022 -3.4208 0.0480 -0.0272 -0.0142
C -0.8040 -3.9907 -3.0457 -0.2049 0.0448 -0.0944
C -0.0074 -4.9759 -3.6347 0.0159 -0.0310 0.0022
C -0.5410 -5.8646 -4.5540 -0.0090 0.0626 0.0380
C -0.3063 -3.0667 -2.0793 0.3049 -0.0025 0.0895
C 0.0331 -2.2557 -1.2363 0.0082 -0.5712 -0.1497
H -3.7046 -9.6803 -3.5593 0.0153 0.0136 -0.0295
H -4.5558 -8.9648 -4.9661 -0.0091 0.0295 -0.0108
H -4.1651 -7.9547 -3.5800 -0.0392 0.0080 -0.0282
H -3.7382 -4.7424 -4.5972 -0.0048 -0.0171 0.0248
H -2.7648 -3.1249 -2.9803 -0.0034 0.0181 -0.0138
H 1.0367 -5.0502 -3.3594 -0.0001 0.0338 0.0154
H 0.0783 -6.6258 -5.0058 0.0070 -0.0447 0.0064
N 2.0955 -0.0619 -0.6931 0.0443 0.3138 0.2853
C 2.0756 0.1920 -1.9686 -0.0607 -0.2956 0.1405
N 3.1302 0.0803 -2.8014 -0.0630 0.2403 -0.0581
C 4.5103 0.2810 -2.3733 0.0694 -0.3053 0.0858
C 5.3133 -1.0148 -2.3884 -0.0147 0.0342 -0.1246
C 5.2761 -1.6069 -3.7945 -0.1069 -0.0917 0.1133
C 3.8243 -1.8112 -4.2184 0.1147 0.1229 0.0522
C 3.0112 -0.5171 -4.1323 0.0035 -0.2198 -0.0696
H 4.5260 0.7461 -1.3976 -0.0369 0.1319 0.0758
H 4.9590 0.9816 -3.0879 -0.0153 0.0276 0.0366
H 4.8734 -1.7220 -1.6784 0.0269 0.0034 0.0313
H 6.3390 -0.8134 -2.0734 -0.0103 0.0081 0.0277
H 5.8159 -2.5547 -3.8303 0.0177 0.0225 -0.0247
H 5.7713 -0.9199 -4.4889 0.0290 -0.0100 -0.0109
H 3.3604 -2.5600 -3.5705 -0.0461 -0.0085 -0.0263
H 3.7727 -2.1757 -5.2459 -0.0560 -0.0398 0.0118
H 1.9710 -0.7642 -4.3181 0.0282 0.0782 -0.0598
H 3.3657 0.1940 -4.8879 -0.0606 0.0032 -0.0011
N 0.9851 -3.4067 1.4121 -0.0991 -0.1766 0.0970
N 0.0945 -2.3114 1.6494 0.1246 0.1030 -0.3653
H 1.0942 -3.9665 2.2497 0.0316 0.0334 0.0919
H 1.8812 -3.0156 1.1669 0.1007 0.0665 -0.0911
H 0.2554 -1.8872 2.5593 0.0123 0.0354 0.0481
H -0.8425 -2.6985 1.6506 -0.1023 0.0763 -0.1256

=====

15
Properties=species:S:1:pos:R:3:forces:R:3 method="wB97M-V/def2-TZVPD" lumo_energy_ev=-5.04 spin_multiplicity=1 homo_lumo_gap_ha=0.2637 total_charge=+1
O 0.9104 -2.9027 -0.9293 0.0337 0.3000 -0.9822
C 0.8592 -1.7143 -0.5627 0.0390 -0.9773 0.3698
O 0.9223 -0.7634 -1.4295 -0.3858 1.5627 -1.1331
O 0.7264 -1.4629 0.7246 -0.0774 -0.1850 -0.1468
C 1.0736 -0.1730 1.3219 0.0083 -0.0136 0.1530
C 0.1420 0.9835 1.0220 0.2554 1.3104 -0.5448
H 2.0892 0.0745 0.9769 -0.2871 -0.0836 0.1166
H 1.1362 -0.4335 2.3875 -0.0900 0.0804 -0.3138
H -0.7977 1.1131 1.5793 0.0812 -0.9668 -0.1268
H 0.6762 1.8631 1.4265 0.1197 -0.1032 -0.4801
O -3.7531 1.6721 0.0878 -0.4140 0.5666 -2.6716
O -2.0420 1.5829 -1.4179 -0.7579 0.4179 -1.9182
C -3.0762 1.6986 -0.8607 1.2150 -1.0139 4.3760
Cu 1.1500 -2.5626 -3.1592 -0.1188 0.0031 1.7091
Mg -0.0165 1.0245 -1.1673 0.3788 -0.8976 1.5929

=====

19
Properties=species:S:1:pos:R:3:forces:R:3 method="wB97M-V/def2-TZVPD" lumo_energy_ev=1.12 smiles=CC[C@H]1CCCO1 e_above_lowest_ev=0.4462 spin_multiplicity=1 homo_lumo_gap_ha=0.3903
C 2.4819 -0.4661 0.0188 0.0487 -0.0413 0.0533
C 1.4060 0.3350 -0.7047 -0.0407 0.0229 -0.0918
C 0.1618 0.5918 0.1505 0.0855 0.1678 -0.0876
C -1.0903 0.9544 -0.6803 0.0368 0.0460 -0.0428
C -2.1959 0.0981 -0.0548 -0.0492 -0.0001 0.0203
C -1.3961 -1.1109 0.4132 -0.2286 -0.1111 -0.0322
O -0.1878 -0.5697 0.9108 0.0441 -0.0431 0.0273
H 2.7998 0.0212 0.9470 -0.0364 -0.0204 -0.1242
H 2.0885 -1.4498 0.2838 0.1053 0.0943 0.0068
H 3.3627 -0.6045 -0.6169 -0.1148 0.0466 0.0965
H 1.8027 1.3065 -1.0287 -0.0826 -0.1129 0.0053
H 1.1114 -0.2010 -1.6173 0.0237 0.0423 0.1204
H 0.3896 1.3782 0.8841 -0.0231 -0.1160 -0.0923
H -1.3138 2.0249 -0.6666 0.0570 -0.1550 0.0372
H -0.9391 0.6611 -1.7266 -0.0054 0.0530 0.1481
H -2.9932 -0.1591 -0.7582 0.1087 0.0445 0.0957
H -2.6403 0.6043 0.8090 0.0508 -0.0692 -0.1113
H -1.8690 -1.6746 1.2225 0.0509 0.0690 -0.1192
H -1.2010 -1.8003 -0.4248 -0.0309 0.0828 0.0904

=====

65
Properties=species:S:1:pos:R:3:forces:R:3 method="wB97M-V/def2-TZVPD" lumo_energy_ev=-4.12 spin_multiplicity=1 homo_lumo_gap_ha=0.2981 total_charge=+1
C -2.5305 -5.9588 1.1209 -0.1049 0.3374 0.4023
C -2.6348 -4.4456 1.1115 -0.2362 -0.8958 -0.5128
O -1.5613 -3.8684 0.3800 0.1608 0.1745 0.2828
C -1.1093 -2.6286 0.9051 -0.4930 -0.4630 -0.8125
C -0.8391 -1.7366 -0.3052 0.9468 -0.0072 0.7667
C -0.1270 -0.3915 0.0304 -1.2026 -1.1155 -0.0390
N -1.1180 0.4023 0.6891 0.1688 0.3991 -0.5503
N 1.0076 -0.7719 0.8983 0.3131 0.5658 -0.7529
C 2.1051 0.1626 1.0521 0.8871 0.2576 -0.1598
Cl 3.5905 -0.9086 0.9964 -0.5350 -0.5953 0.1565
C 2.1989 0.8676 2.4049 -0.4671 -0.1483 -0.1248
C 0.9175 1.4849 2.9647 0.6673 -0.3005 0.9982
O 0.0025 0.5157 3.4065 -0.3666 0.1216 -0.2391
C 1.3332 2.2883 4.2064 0.0539 0.4251 -1.1951
F 0.2919 2.7278 4.8690 -0.7005 0.1160 0.5443
F 2.0283 3.3696 3.7958 0.3382 0.3063 -0.0957
F 2.1142 1.5943 5.0120 0.3522 -0.4596 0.6363
C 2.2693 1.2116 -0.1540 0.7232 0.0476 1.5047
I 4.4300 1.6815 -0.3112 -0.2356 0.6006 -0.4843
N 1.5607 2.4384 0.1070 0.6110 -0.6298 -0.0088
C 2.0717 3.5333 -0.1425 -0.8436 1.1424 -1.8917
O 2.3194 4.5849 -0.5693 0.0842 -1.0084 1.2845
N 1.7724 0.5166 -1.3671 -0.1273 0.0706 -0.4052
C 2.2446 1.0894 -2.6992 0.6335 -0.0196 -1.1226
N 3.2961 0.3281 -3.3095 -0.7904 -0.5816 0.2650
C 2.7933 -0.8244 -4.0915 0.4218 0.0447 0.1408
C 0.2716 0.2389 -1.3463 -0.4124 0.8223 0.5253
C -0.5745 1.4425 -1.7677 -0.3541 -0.2397 -0.3722
C -1.9577 0.9904 -2.3040 0.2622 0.7321 0.0427
C -3.1534 1.4741 -1.4843 -0.2915 -0.5002 -0.6000
O -2.9845 2.7990 -1.0358 0.1429 -0.1130 0.1686
C -3.3322 2.9906 0.3164 -0.0185 0.0773 0.3754
H -2.3677 -6.3564 0.1279 0.1062 -0.1110 -0.1479
H -1.7675 -6.2834 1.8184 0.3727 -0.1528 -0.1340
H -3.4679 -6.3426 1.5121 -0.2072 -0.1682 -0.0746
H -2.6685 -4.1169 2.1468 0.0334 0.3958 0.0791
H -3.5610 -4.1991 0.5928 -0.2163 0.3774 0.1728
H -1.9177 -2.1861 1.4845 0.1272 0.1376 0.4264
H -0.2307 -2.8375 1.5078 0.0870 0.3020 0.2961
H -0.2011 -2.2995 -0.9880 -0.1277 -0.1536 -0.2004
H -1.7999 -1.5217 -0.7465 -0.1034 0.0776 -0.4433
H -0.7973 1.3394 0.8787 -0.1059 0.0456 0.3237
H -1.4430 -0.0561 1.5248 0.1107 0.2159 0.2976
H 1.3881 -1.6517 0.5747 -0.0538 -0.1343 0.1632
H 2.9962 1.6013 2.3979 0.1372 0.2061 -0.1880
H 2.5152 0.1142 3.1197 0.0168 -0.1623 0.1399
H 0.4656 2.2163 2.3046 -0.3141 -0.1019 -0.1821
H 0.4344 -0.3419 3.4113 0.0057 -0.1475 -0.0053
H 2.2166 -0.4053 -1.3304 0.0478 -0.0672 0.1166
H 2.5178 2.1303 -2.5901 0.1334 0.1678 0.5627
H 1.4301 1.0760 -3.4071 -0.4274 -0.0759 0.1547
H 3.9177 -0.0600 -2.6088 0.5110 0.5174 -0.1101
H 2.5818 -1.6879 -3.4572 -0.1662 -0.1732 -0.0619
H 1.9116 -0.5739 -4.6697 -0.1638 0.2063 0.0263
H 3.5584 -1.1047 -4.8030 0.1692 -0.1712 -0.0851
H 0.1321 -0.5162 -2.1108 0.2974 -0.2195 -0.1811
H -0.1233 1.9812 -2.5936 0.4079 0.0060 0.0006
H -0.6959 2.1786 -0.9892 -0.0814 0.0485 0.2404
H -2.0750 1.4045 -3.3005 0.0872 0.1020 -0.1960
H -1.9819 -0.0837 -2.4464 -0.2268 -0.2742 0.1319
H -3.3604 0.7631 -0.6922 0.0883 0.1650 0.4557
H -4.0189 1.4577 -2.1483 -0.1665 -0.0665 -0.0531
H -4.1383 2.3376 0.6449 -0.1333 -0.1549 -0.1098
H -3.6639 4.0083 0.4778 -0.0013 0.2708 -0.2271
H -2.4821 2.8180 0.9779 0.1688 -0.0713 0.0848